Entry 1:
Density functional theory data (wB97M-V/def2-TZVPD) for C5H8O in the gas phase at a distorted geometry.

Each line ends with the natural charge from an NBO analysis.
Positions of all 14 atoms, in Å:
C (2.709, 0.366, -0.126)  -0.683
C (1.308, -0.009, -0.284)  -0.007
C (0.190, -0.413, -0.514)  -0.038
C (-1.229, -0.736, -0.611)  -0.499
C (-1.992, -0.110, 0.572)  -0.043
O (-1.658, 1.234, 0.845)  -0.715
H (2.891, 0.935, 0.787)  0.235
H (3.332, -0.529, -0.089)  0.237
H (3.051, 0.974, -0.964)  0.236
H (-1.637, -0.353, -1.554)  0.231
H (-1.368, -1.827, -0.611)  0.235
H (-3.048, -0.115, 0.309)  0.179
H (-1.847, -0.717, 1.475)  0.158
H (-0.702, 1.301, 0.764)  0.475

The SMILES is CC#CCCO. As for the HOMO energy: -9.7 eV.



Entry 2:
Density functional theory data (wB97M-V/def2-TZVPD) for C5H8O in the gas phase.

Each line ends with the natural charge from an NBO analysis.
Positions of all 14 atoms, in Å:
C (1.420, 0.502, 1.156)  -0.630
C (0.238, 0.369, 0.247)  0.220
C (-1.078, -0.420, 0.426)  -0.421
C (-1.043, -0.716, -1.093)  -0.412
C (0.141, 0.248, -1.214)  0.039
O (-0.148, 1.482, -0.561)  -0.493
H (1.789, -0.485, 1.455)  0.218
H (1.166, 1.059, 2.064)  0.220
H (2.229, 1.035, 0.646)  0.227
H (-1.099, -1.315, 1.049)  0.209
H (-1.883, 0.257, 0.720)  0.217
H (-0.674, -1.729, -1.281)  0.206
H (-1.975, -0.569, -1.642)  0.206
H (0.918, 0.281, -1.973)  0.194

The SMILES is C[C@]12CC[C@H]1O2. As for the HOMO energy: -9.6 eV.



Quick rundown of energy relative to the best compared isomer or geometry (same formula, charge and spin), same order as above: 44.1, 47.0 kcal/mol
Quick rundown of LUMO, same order as above: 0.901, 1.089 eV
Quick rundown of Kohn-Sham gap, same order as above: 10.6, 10.7 eV